[1]
This record from OMol25 describes C24H43EuN2P3S2 as an isolated structure at a distorted geometry. The level of theory is ωB97M-V with the def2-TZVPD basis set.

Each line ends with the Mulliken charge.
Atoms and positions in Å:
Eu 0.155405 -0.670333 -0.058554  0.863
P -0.691884 2.065177 1.442825  0.913
P -2.897614 -0.277598 0.005445  0.928
P 2.601435 1.278621 -0.147710  0.951
H 1.320957 -2.644678 -4.570765  0.337
C 2.175392 -2.315058 -3.970974  -0.909
C 2.266311 -2.713687 -2.559784  -0.664
H 1.512095 -3.411405 -2.196272  0.514
C -1.190638 3.470224 0.364645  -1.310
C -2.179363 1.990571 2.543099  -1.313
C 0.385088 2.995070 2.619661  -1.354
C -3.084250 -1.907593 -0.833032  -1.129
C -4.382153 -0.373284 1.109471  -1.352
C -3.569061 0.789099 -1.333730  -1.250
C 4.151722 0.816821 -1.033976  -1.264
C 3.386906 1.510307 1.498974  -1.126
C 2.444424 3.011458 -0.744665  -1.071
H 3.132329 -2.269054 -4.506765  0.439
H 3.237136 -2.827937 -2.064397  0.454
H -1.546387 4.314241 0.972813  0.392
H -1.989651 3.143587 -0.311415  0.225
H -0.328142 3.788457 -0.233400  0.317
H -2.143345 2.799214 3.289430  0.509
H -2.183482 1.028164 3.073177  0.364
H -3.105734 2.082489 1.962078  0.434
H -0.224986 3.677139 3.229316  0.544
H 1.146605 3.579697 2.090304  0.388
H 0.888525 2.296760 3.297984  0.382
H -4.014610 -1.892166 -1.417915  0.415
H -3.137159 -2.692800 -0.066049  0.417
H -2.249585 -2.138608 -1.513442  0.122
H -5.298744 -0.032430 0.605061  0.415
H -4.241557 0.235231 2.009950  0.312
H -4.531161 -1.408770 1.442786  0.433
H -4.399748 0.281433 -1.839197  0.514
H -2.786225 0.999298 -2.071370  0.075
H -3.922771 1.744124 -0.930062  0.433
H 4.886293 1.633378 -0.954712  0.499
H 3.959085 0.607843 -2.095067  0.317
H 4.561992 -0.094367 -0.575687  0.391
H 4.204867 2.243984 1.445161  0.416
H 3.797712 0.540216 1.809896  0.437
H 2.655440 1.826395 2.250644  0.195
H 3.412459 3.387112 -1.102196  0.458
H 2.049741 3.692513 0.018592  0.350
H 1.747605 3.028103 -1.592595  0.077
C 0.251023 -0.266606 -3.578288  0.093
C -0.039396 1.088742 -3.789259  -0.208
C -1.081340 1.438414 -4.653815  -0.775
C -1.938190 0.452671 -5.148234  -0.484
C -1.828585 -0.855503 -4.656397  -0.895
C -0.774480 -1.196099 -3.799970  -0.234
S 1.932612 -0.731651 -2.997082  0.463
H 2.878587 -0.115506 -3.803348  0.390
H 0.620134 1.831750 -3.336394  0.238
H -1.142159 2.468661 -4.987935  0.508
H -2.664364 0.698017 -5.932488  0.468
H -2.528137 -1.624636 -4.990099  0.493
H -0.698604 -2.223176 -3.418286  0.617
N 1.083855 -3.888774 0.349121  -0.335
C 1.022423 -3.417274 1.632881  0.431
N 0.831646 -2.127516 1.898053  -0.080
C 0.711974 -1.901411 3.282189  -0.759
C 0.362887 -0.677853 3.852557  0.567
C 0.154018 -0.614934 5.231941  -0.666
C 0.338307 -1.754814 6.025045  -0.690
C 0.698040 -2.983535 5.449537  -0.457
C 0.854585 -3.059001 4.067437  0.496
S 1.113139 -4.477143 3.024524  -0.154
H 1.193655 -4.891949 0.255890  0.253
H 1.519762 -3.315541 -0.377038  0.030
H 0.248990 0.198536 3.207971  -0.110
H -0.143670 0.323159 5.689721  0.457
H 0.192148 -1.686727 7.098314  0.416
H 0.849889 -3.877234 6.045868  0.438

Forces on atoms 1 to 3 (eV/Å):
Eu -0.5 0.6 0.8
P -0.3 1.0 0.6
P -1.2 -0.4 -0.3

Relative energy (zero: lowest compared OMol25 entry of this formula, charge and spin) = 8.9 kcal per mole
Strongest force on any atom = 3.7 eV/A
⟨S²⟩ = 12.021
Net charge = +3
E = -3579.44924 a.u.
Multiplicity = 7

***

[2]
This record from OMol25 describes C27H44N3O5Si4W as an isolated structure. The level of theory is ωB97M-V with the def2-TZVPD basis set.

Each line ends with the Mulliken charge.
Atoms and positions in Å:
W -0.093691 -0.107375 0.095528  3.654
O -0.381300 -2.210498 1.600265  -0.501
C -0.160606 -1.187360 2.245873  -0.262
O 0.908288 -0.480981 1.980547  -0.754
C -1.289103 -0.467780 3.003066  0.422
C -0.931568 1.021147 2.985047  -0.499
C -1.937952 1.897034 3.716609  -1.006
C -3.128911 1.942566 2.737311  -0.726
C -2.657366 0.998094 1.649652  -0.097
O -1.216853 1.284680 1.557361  -0.606
C -2.615592 -0.463665 2.144343  -0.020
C -2.670134 -1.340139 0.890800  -0.078
O -3.420006 -2.258923 0.759930  -0.619
O -1.893909 -0.891308 -0.114544  -1.235
H -1.452006 -0.889158 3.992875  0.562
H 0.111544 1.233234 3.178908  0.731
H -1.525911 2.887804 3.897463  0.359
H -2.192799 1.461171 4.681707  0.442
H -3.280283 2.942289 2.335873  0.335
H -4.066804 1.604279 3.173264  0.456
H -3.102124 1.135220 0.668836  -0.224
H -3.473337 -0.718279 2.761203  0.816
N 3.230690 -0.397151 -0.411323  0.449
C 2.513707 -1.477890 -0.889416  0.647
C 3.256021 -2.556406 -1.381487  -1.048
C 2.608029 -3.678552 -1.835976  -0.636
C 1.214889 -3.716469 -1.804734  -0.997
C 0.550935 -2.621019 -1.331779  -0.303
N 1.177367 -1.504842 -0.874536  -0.058
C 2.905291 0.857408 0.064260  0.439
C 3.974357 1.689062 0.422419  -0.961
C 3.723440 2.969397 0.842445  -0.698
C 2.402366 3.414817 0.896165  -1.212
C 1.410472 2.540898 0.548659  -0.950
N 1.640428 1.269313 0.145277  -0.174
H 4.226818 -0.550466 -0.450936  0.235
H 4.335995 -2.497315 -1.391956  0.529
H 3.176917 -4.519007 -2.208523  0.447
H 0.659761 -4.578098 -2.142911  0.528
H -0.528343 -2.593157 -1.279162  0.474
H 4.987379 1.316077 0.353188  0.544
H 4.540461 3.621904 1.117778  0.461
H 2.155021 4.420320 1.202160  0.526
H 0.367228 2.828632 0.578556  0.655
C -2.473702 3.962057 -3.266015  -1.201
Si -1.275627 3.500125 -1.886423  0.694
C 0.242435 4.611558 -2.078089  -1.107
C -2.154067 3.924341 -0.266330  -1.031
Si -0.692248 1.212981 -2.082830  -0.179
Si -2.605641 0.108325 -2.972962  0.733
C -2.885057 0.674391 -4.753182  -1.275
C -2.444834 -1.768151 -3.070373  -1.009
C -4.131813 0.566830 -1.960596  -1.086
Si 0.960819 1.196049 -3.772121  0.782
C 2.612785 1.984881 -3.260994  -0.966
C 1.279151 -0.573928 -4.357129  -1.060
C 0.384564 2.190784 -5.267145  -1.169
H -2.692871 5.031711 -3.204404  0.447
H -3.419695 3.426020 -3.178841  0.281
H -2.061832 3.768035 -4.257706  0.286
H 0.030796 5.605848 -1.676298  0.437
H 0.470997 4.736090 -3.138879  0.332
H 1.145762 4.237753 -1.594079  0.177
H -2.368216 4.995796 -0.242291  0.615
H -1.588031 3.679039 0.634286  0.151
H -3.112559 3.400479 -0.214417  0.292
H -2.109579 0.289840 -5.418304  0.303
H -2.940959 1.755036 -4.880049  0.344
H -3.836158 0.252597 -5.090407  0.445
H -1.488596 -2.067634 -3.505921  0.192
H -3.230805 -2.143260 -3.730820  0.500
H -2.572010 -2.249601 -2.100233  0.160
H -4.154980 1.628878 -1.705454  0.200
H -4.194968 -0.017267 -1.041170  0.213
H -5.031328 0.354131 -2.543327  0.560
H 2.780154 2.065680 -2.187695  0.074
H 2.665012 2.998271 -3.664189  0.461
H 3.445476 1.421399 -3.689953  0.442
H 1.608913 -1.242841 -3.560667  0.231
H 2.055236 -0.568277 -5.127345  0.493
H 0.380522 -1.008378 -4.800498  0.235
H 0.293854 3.251508 -5.025386  0.251
H -0.565496 1.855376 -5.681081  0.274
H 1.140252 2.100904 -6.052912  0.429

Forces on atoms 1 to 3 (eV/Å):
W -0.1 0.4 0.3
O 0.0 -0.3 0.3
C -0.1 0.1 -0.2

Relative energy (zero: lowest compared OMol25 entry of this formula, charge and spin) = 0.0 kcal per mole
Strongest force on any atom = 0.5 eV/A
⟨S²⟩ = 2.020
Net charge = +1
E = -2820.72410 a.u.
Multiplicity = 3

***

[3]
This record from OMol25 describes one molecule with the formula C2H5N5O at a distorted geometry. The level of theory is ωB97M-V with the def2-TZVPD basis set.

Each line ends with the Mulliken charge.
Atoms and positions in Å:
C -1.493311 0.070806 -0.073087  0.422
C 0.523094 0.753414 0.088006  0.581
H 2.216201 -1.071612 1.043058  0.322
H 2.376654 -0.420394 -0.533466  0.358
H -1.136719 -2.215768 -0.280745  0.343
H -3.089728 0.845530 0.574863  0.441
H 1.077748 2.528126 -0.571836  0.285
N 1.789674 -1.253730 0.029521  -0.752
N 0.556078 -0.653186 0.341468  0.209
N -0.668876 -1.126608 -0.480860  -0.466
N -0.808288 1.113414 0.375549  -0.566
N 1.544683 1.507561 -0.392054  -0.697
O -2.887206 -0.077547 -0.120417  -0.479

Forces on atoms 1 to 3 (eV/Å):
C 0.3 -2.1 0.0
C 1.7 1.7 -0.9
H -0.5 -1.2 -2.7

Relative energy (zero: lowest compared OMol25 entry of this formula, charge and spin) = 103.0 kcal per mole
Strongest force on any atom = 6.6 eV/A
Net charge = 0
E = -428.05901 a.u.
SMILES string = [H]/N=c1\nc(O)[nH]n1N
Multiplicity = 1

***

[4]
This record from OMol25 describes a 2-piece molecular cluster, C21H16BrN2O6S2 overall at a distorted geometry. The level of theory is ωB97M-V with the def2-TZVPD basis set.

Each line ends with the Mulliken charge.
Atoms and positions in Å:
C -5.384536 3.673962 -0.626723  -1.414
C -4.595168 2.608828 0.078726  0.991
C -4.731960 2.433550 1.456015  -0.608
C -4.022784 1.447922 2.139652  -0.328
C -3.127667 0.621443 1.447908  0.084
S -2.231788 -0.648944 2.332644  1.385
O -2.437317 -0.435424 3.739700  -0.642
O -2.348130 -1.935296 1.705075  -0.684
N -0.510721 -0.346094 2.049065  0.347
C 0.156864 0.813044 2.461272  -0.118
C -0.370232 1.984503 3.004532  -0.702
C 0.427410 3.134280 2.987908  -0.731
C 1.722286 3.082344 2.437098  -0.414
C 2.235857 1.894666 1.893784  0.019
Br 3.870112 1.918192 0.918898  -0.194
C 1.471892 0.735924 1.933115  0.555
C 1.574945 -0.562850 1.279819  0.289
N 2.725996 -1.195182 0.745605  1.152
O 3.813003 -1.133454 1.355553  -0.541
O 2.581622 -1.796022 -0.346109  -0.660
C 0.323529 -1.154716 1.348580  -1.050
C -2.990561 0.771202 0.061756  -0.438
C -3.710652 1.766362 -0.606277  -0.910
H -5.184571 3.667959 -1.700340  0.335
H -6.459185 3.521714 -0.482043  0.334
H -5.153778 4.671219 -0.235648  0.321
H -5.415763 3.083016 1.999757  0.360
H -4.156543 1.329428 3.210974  0.479
H -1.369176 1.983377 3.439109  0.438
H 0.042470 4.070952 3.392368  0.374
H 2.314603 3.990944 2.400674  0.377
H -0.037688 -2.021593 0.809595  0.725
H -2.320186 0.111233 -0.489730  0.451
H -3.591291 1.890777 -1.685587  0.275
C 4.895838 -5.418945 4.065438  -0.353
C 4.088161 -6.339324 3.376322  -0.392
C 2.772307 -5.982905 3.022095  -0.509
C 2.278032 -4.723533 3.367215  0.218
S 0.630209 -4.090969 2.755001  0.352
O -0.438891 -4.753719 3.503650  -0.660
O 0.872108 -2.668997 3.055085  -0.403
C 3.060234 -3.836603 4.088726  -0.193
C 4.369248 -4.179976 4.450388  -0.533
H 5.935457 -5.661726 4.298450  0.334
H 4.496105 -7.323075 3.109937  0.305
H 2.141346 -6.678689 2.467027  0.327
H 2.672285 -2.855152 4.350036  0.328
H 4.959070 -3.460144 5.021552  0.323

Forces on atoms 1 to 3 (eV/Å):
C -0.1 0.1 -0.1
C 0.4 -0.3 0.2
C 0.1 -0.2 0.0

Strongest force on any atom = 2.9 eV/A
Net charge = -1
E = -4741.10412 a.u.
Multiplicity = 1